# 1
Below is a structure of composition C34H42InNO2 at a distorted geometry, with properties calculated with the ωB97M-V functional and the def2-TZVPD basis.

Calculated values
- Kohn-Sham gap: 4.6 eV
- Total energy: -1716.02897 a.u.
- LUMO level: -2.225 eV

XYZ file:
```
80
Properties=species:S:1:pos:R:3:forces:R:3
C 2.458465 -0.350577 0.877037 0.127 1.646 -0.071
C 2.473708 -1.068560 -0.345631 -0.003 0.858 -1.093
C 2.056366 -0.211318 -1.379485 0.249 -1.379 0.262
H 2.802740 -2.097427 -0.469306 -0.185 0.242 0.005
C 1.734350 1.064170 -0.797675 -1.676 0.166 0.180
C 2.037613 0.973462 0.614911 0.701 -1.123 0.832
H 1.562017 1.990272 -1.346504 0.318 -0.227 0.137
C -1.323299 -2.152478 1.277274 0.913 -0.975 0.072
C -0.252548 -2.911810 0.773319 -1.524 0.331 0.845
C -0.307308 -2.893554 -0.645414 -1.333 0.605 -0.928
H 0.474420 -3.464098 1.364331 -0.207 0.196 -0.080
C -1.407272 -2.108595 -1.042476 1.764 -0.654 -0.368
C -2.021862 -1.561255 0.165341 0.444 1.288 0.331
H 2.073014 -0.424721 -2.446176 -0.194 -0.007 0.251
H 2.054029 1.816675 1.307137 -0.259 -0.421 -0.158
H 2.804611 -0.726566 1.837807 -0.307 0.117 -0.240
H -3.009529 -1.092949 0.202407 0.240 -0.493 0.084
H 0.357984 -3.426379 -1.324203 -0.167 0.261 0.251
H -1.647960 -2.081425 2.311558 0.348 0.256 -0.354
In -0.558904 0.339958 -0.033875 1.624 -1.173 2.350
C -1.925412 -1.833392 -2.426837 0.062 0.434 0.089
C -3.444104 -2.065389 -2.429389 -0.108 -0.207 -0.292
C -1.241533 -2.741963 -3.450464 -0.111 0.072 -0.146
H -3.655860 -3.090657 -2.096527 0.037 0.240 0.005
H -3.831113 -1.920580 -3.441624 -0.025 -0.114 0.340
H -3.960510 -1.366016 -1.761806 0.059 -0.129 -0.116
H -1.414252 -3.792750 -3.182786 0.089 0.238 -0.098
H -0.159643 -2.555326 -3.495188 -0.205 -0.069 0.036
H -1.673661 -2.553999 -4.440100 0.123 -0.101 0.130
C -1.580546 -0.346942 -2.750957 -0.078 0.180 -0.447
C -2.108840 0.195502 -4.070865 -0.546 -0.144 -0.561
H -0.482681 -0.221510 -2.740466 -0.326 -0.081 0.140
H -2.036003 0.330504 -1.988541 0.114 -0.367 -0.365
O -3.068102 -0.301780 -4.647947 0.571 0.419 0.082
N -1.493682 1.301706 -4.586774 -0.107 0.441 0.315
C -0.347369 2.024348 -4.048150 -0.193 -0.207 -0.035
H -1.942946 1.687499 -5.408289 0.066 -0.225 0.130
C 0.977691 1.438847 -4.500535 0.310 -0.111 -0.204
C 2.160932 2.084729 -4.125860 0.022 -0.290 -0.129
H 2.090464 3.005131 -3.538300 0.165 -0.280 -0.142
C 3.398831 1.559754 -4.500352 -0.211 0.047 -0.053
H 4.312254 2.065258 -4.182901 -0.232 -0.183 -0.141
C 3.460767 0.401042 -5.284793 -0.205 0.011 0.074
H 4.427615 0.001646 -5.592541 -0.262 0.097 0.115
C 2.280972 -0.235739 -5.680524 -0.125 0.306 0.179
H 2.305677 -1.134168 -6.298536 0.087 0.257 0.168
C 1.038583 0.285425 -5.292282 0.238 0.123 0.121
H 0.112572 -0.192668 -5.623320 0.381 0.107 0.147
H -0.390430 2.043631 -2.942918 -0.004 -0.013 -0.390
H -0.415987 3.073609 -4.375262 -0.037 -0.335 0.102
C -0.223703 4.266606 3.112965 0.100 0.123 -0.117
C -1.210649 3.108306 2.947771 -0.226 -0.088 0.635
C -1.424585 2.847659 1.462783 -0.166 0.255 -0.215
C -0.821196 1.942457 3.863059 0.369 -0.773 -0.283
C -0.911569 2.191281 5.227076 0.040 -0.123 0.229
C -0.545947 1.248633 6.180944 -0.043 0.065 0.276
C -0.038426 0.016700 5.773456 0.007 0.255 -0.175
C 0.101328 -0.284508 4.428088 -0.109 0.136 -0.150
C 0.727071 -1.622123 4.024773 -0.246 0.384 -0.124
C 2.157887 -1.762348 4.544566 0.053 0.105 -0.061
C -0.099535 -2.805901 4.527133 -0.061 -0.031 -0.079
C -0.345883 0.656356 3.435460 -0.080 0.650 1.223
O -0.302008 0.300145 2.193460 -0.182 -0.235 -2.339
H 0.772096 3.973477 2.754418 -0.132 0.033 0.098
H -0.134653 4.575179 4.159295 0.021 -0.087 -0.210
H -0.555472 5.131080 2.526558 0.069 -0.017 0.067
H -2.179848 3.450528 3.347923 0.155 0.025 -0.204
H -0.453184 2.714449 0.962506 -0.164 -0.147 0.027
H -2.116596 2.010041 1.309607 0.146 -0.014 -0.067
H -1.883908 3.729727 0.999025 0.049 -0.085 0.073
H -1.280646 3.168566 5.546792 0.039 -0.240 0.028
H -0.643680 1.475408 7.241108 -0.003 -0.022 -0.210
H 0.269603 -0.730103 6.508060 -0.080 0.270 -0.068
H 0.751322 -1.634590 2.930237 -0.014 -0.038 0.170
H 2.168635 -1.759912 5.641653 0.097 0.006 -0.180
H 2.594137 -2.706248 4.196113 -0.009 0.101 0.092
H 2.786628 -0.939137 4.188769 -0.038 -0.084 0.127
H -1.131331 -2.754240 4.168658 0.094 -0.038 0.155
H 0.336356 -3.749142 4.178126 -0.065 0.049 0.097
H -0.116542 -2.816944 5.624075 -0.044 -0.070 -0.179
```
Positions in Å, forces in eV/Å.

And the Löwdin charges, in e, turn out to be: atom 1 (C): -0.1062, atom 2 (C): -0.1124, atom 3 (C): -0.1530, atom 4 (H): 0.1081, atom 5 (C): -0.2118, atom 6 (C): -0.1704, atom 7 (H): 0.0794, atom 8 (C): -0.1283, atom 9 (C): -0.0898, atom 10 (C): -0.0620, atom 11 (H): 0.1101, atom 12 (C): -0.2826, atom 13 (C): -0.1566, atom 14 (H): 0.0929, atom 15 (H): 0.1084, atom 16 (H): 0.0975, atom 17 (H): 0.1088, atom 18 (H): 0.1128, atom 19 (H): 0.0950, atom 20 (In): 1.1909, atom 21 (C): -0.4909, atom 22 (C): -0.0249, atom 23 (C): -0.0260, atom 24 (H): 0.1027, atom 25 (H): 0.0764, atom 26 (H): 0.0847, atom 27 (H): 0.0994, atom 28 (H): 0.0882, atom 29 (H): 0.0894, atom 30 (C): -0.0971, atom 31 (C): -0.4609, atom 32 (H): 0.0924, atom 33 (H): 0.0971, atom 34 (O): 0.0518, atom 35 (N): 0.0612, atom 36 (C): -0.1347, atom 37 (H): 0.1542, atom 38 (C): -0.2241, atom 39 (C): -0.0675, atom 40 (H): 0.1171, atom 41 (C): -0.0761, atom 42 (H): 0.1082, atom 43 (C): -0.0858, atom 44 (H): 0.1040, atom 45 (C): -0.0733, atom 46 (H): 0.1060, atom 47 (C): -0.0379, atom 48 (H): 0.1137, atom 49 (H): 0.1064, atom 50 (H): 0.1368, atom 51 (C): -0.0666, atom 52 (C): -0.3643, atom 53 (C): -0.1064, atom 54 (C): -0.1256, atom 55 (C): -0.0779, atom 56 (C): -0.1035, atom 57 (C): -0.0595, atom 58 (C): -0.1207, atom 59 (C): -0.3881, atom 60 (C): -0.0727, atom 61 (C): -0.0701, atom 62 (C): -0.2794, atom 63 (O): -0.2102, atom 64 (H): 0.0844, atom 65 (H): 0.0748, atom 66 (H): 0.0777, atom 67 (H): 0.1386, atom 68 (H): 0.0469, atom 69 (H): 0.0647, atom 70 (H): 0.0893, atom 71 (H): 0.1095, atom 72 (H): 0.0922, atom 73 (H): 0.1071, atom 74 (H): 0.0888, atom 75 (H): 0.0755, atom 76 (H): 0.0781, atom 77 (H): 0.0738, atom 78 (H): 0.0675, atom 79 (H): 0.0781, atom 80 (H): 0.0767

---

# 2
Below is a cluster of 2 separate species, C3H8NO2 in total at a distorted geometry, with properties calculated with the ωB97M-V functional and the def2-TZVPD basis.

Calculated values
- Relative energy (zero: lowest compared OMol25 entry of this formula, charge and spin): 1.241 eV
- Net charge: +1
- Kohn-Sham gap: 10.6 eV
- Total energy: -324.08168 a.u.
- LUMO level: -4.706 eV

XYZ file:
```
14
Properties=species:S:1:pos:R:3:forces:R:3
C -1.886386 1.030273 -0.369149 0.173 0.405 0.061
C -0.867057 -1.078179 -0.898010 0.076 -0.208 -0.186
N -0.806355 0.033398 -0.291834 -0.472 -0.393 0.285
H -1.797874 1.539255 -1.323464 -0.139 0.071 -0.080
H -1.777395 1.761409 0.425112 0.176 -0.046 0.058
H -2.859222 0.563828 -0.256620 0.030 -0.194 -0.138
H -1.721327 -1.296614 -1.528032 -0.058 0.057 0.009
H -0.071049 -1.806365 -0.802087 0.150 0.117 0.142
H -0.007152 0.202662 0.336121 0.019 0.103 -0.195
O 2.057146 -1.558385 0.256090 -0.566 -0.893 -0.460
C 2.467238 -0.595115 0.792943 0.716 0.881 0.293
O 1.631560 0.409819 1.155438 -0.293 0.097 -0.039
H 3.516464 -0.377442 1.021112 0.093 -0.158 0.056
H 2.121411 1.171459 1.482381 0.095 0.160 0.195
```
Positions in Å, forces in eV/Å.

And the Löwdin charges, in e, turn out to be: atom 1 (C): 0.0073, atom 2 (C): 0.1796, atom 3 (N): 0.0214, atom 4 (H): 0.1091, atom 5 (H): 0.1031, atom 6 (H): 0.1070, atom 7 (H): 0.1317, atom 8 (H): 0.1087, atom 9 (H): 0.1173, atom 10 (O): 0.1152, atom 11 (C): -0.3400, atom 12 (O): 0.0531, atom 13 (H): 0.1573, atom 14 (H): 0.1293

---

Which of these has the lowest LUMO level? C3H8NO2

---

Look up the Kohn-Sham gap of the first one. 4.6 eV

---

Which of these has the highest total energy? C3H8NO2